# 1
A 2-piece molecular cluster, C17H34BrNO3 overall. Source: the Open Molecules 2025 dataset; level of theory: ωB97M-V/def2-TZVPD.

Geometry (Å):
C1 1.51650 3.02457 2.58983
C2 0.12343 2.23494 2.83545
C3 0.16261 0.79503 2.13985
C4 -1.14062 0.50530 1.27160
C5 -0.99868 -0.44429 0.02302
C6 -2.53483 -0.90204 -0.25822
Br1 -2.75729 -1.69842 -2.09668
C7 -3.60000 0.28624 -0.20660
C8 -3.31419 1.51228 -1.17952
C9 -0.30055 0.16530 -1.27490
C10 0.68325 1.41500 -1.14112
O1 0.39732 2.32151 -2.26105
C11 1.13526 3.52794 -1.91404
C12 0.60853 -0.92305 -2.04730
O2 1.27768 -0.75231 -3.07097
N1 0.40356 -2.10242 -1.24569
C13 -0.23830 -1.86491 0.09362
C14 0.49287 -2.37672 1.40660
C15 0.45944 -3.99883 1.45742
C16 1.97680 -1.92926 1.70260
C17 2.82972 -1.26023 0.55475
H1 2.21672 2.45221 1.89554
H2 1.26534 3.99028 2.04379
H3 2.00380 3.26417 3.58140
H4 -0.70910 2.87396 2.37972
H5 -0.09520 2.16081 3.95419
H6 1.07186 0.70372 1.47628
H7 0.21633 -0.00953 2.94701
H8 -1.46940 1.53389 0.88686
H9 -1.96242 0.16822 1.98870
H10 -2.89299 -1.66299 0.51703
H11 -3.82412 0.65744 0.85271
H12 -4.59107 -0.16879 -0.55838
H13 -3.01552 1.17270 -2.21678
H14 -2.58676 2.28166 -0.78455
H15 -4.31032 2.06373 -1.30949
H16 -0.97513 0.51146 -2.13313
H17 1.75842 1.07139 -1.32122
H18 0.55467 2.03865 -0.20643
H19 0.69557 4.05926 -1.01367
H20 2.21489 3.24027 -1.66917
H21 1.16798 4.26410 -2.77001
H22 1.15097 -2.80306 -1.25490
H23 -1.08226 -2.64301 0.01939
H24 -0.15943 -2.05534 2.29187
H25 -0.44689 -4.43788 0.94752
H26 1.44759 -4.43169 1.07937
H27 0.44274 -4.25506 2.57316
H28 1.97506 -1.21595 2.59913
H29 2.56231 -2.84247 2.07104
H30 2.48392 -0.24949 0.19236
H31 3.89761 -1.13594 0.94438
H32 2.91361 -2.01127 -0.30316
O3 0.14343 -2.36609 -5.85618
H33 0.11559 -2.09034 -4.93123
H34 0.63974 -1.66466 -6.29180

HOMO: -9.4 eV
Kohn-Sham gap: 9.90 eV
SMILES: CCCC[C@@]1([C@H](Br)CC)[C@@H](COC)C(=O)N[C@H]1[C@@H](C)CC.O
maximum force: 0.056 hartree/bohr

These are the Löwdin partial charges, in e, on atoms 1 to 2: -0.114, -0.221

# 2
C17H34ClCsF3GeN2O8S as an isolated structure. Source: the Open Molecules 2025 dataset; level of theory: ωB97M-V/def2-TZVPD.

Geometry (Å):
Cs1 -0.32968 -0.68924 0.83572
C1 2.76798 -3.13547 -0.44227
C2 3.17280 -1.90667 0.36646
C3 3.16197 -2.25713 1.85845
C4 4.59816 -1.51154 -0.05111
O1 2.25060 -0.86491 0.09265
Ge1 2.52503 0.94260 0.80036
O2 1.31186 1.80612 -0.38019
C5 1.40331 1.98671 -1.77373
C6 2.80049 2.46459 -2.18385
C7 0.37029 3.04438 -2.15659
C8 1.08596 0.68724 -2.51134
O3 1.24953 0.81919 2.22139
C9 0.72425 1.87259 3.00772
C10 0.04938 1.24055 4.23670
C11 1.84647 2.80300 3.48447
C12 -0.31334 2.70511 2.24215
H1 3.46923 -3.95658 -0.26537
H2 2.77112 -2.88912 -1.50872
H3 1.76603 -3.46612 -0.16812
H4 3.93531 -2.99409 2.09543
H5 2.18606 -2.66673 2.14253
H6 3.33731 -1.34488 2.43674
H7 5.27129 -2.37310 0.01009
H8 4.98415 -0.71187 0.58527
H9 4.58945 -1.14689 -1.08334
H10 3.04775 3.38947 -1.65383
H11 2.85466 2.64370 -3.26218
H12 3.55097 1.71477 -1.91269
H13 0.62883 4.00497 -1.70081
H14 -0.61119 2.74046 -1.78295
H15 0.31670 3.16982 -3.24438
H16 1.75625 -0.08630 -2.12785
H17 1.21857 0.78563 -3.59481
H18 0.05430 0.38781 -2.29746
H19 0.80499 0.80027 4.89306
H20 -0.63844 0.44576 3.92529
H21 -0.50777 2.00489 4.78572
H22 2.59432 2.23264 4.04415
H23 1.44899 3.59599 4.12587
H24 2.34695 3.26433 2.62758
H25 -1.21337 2.11948 2.02082
H26 0.10930 3.04248 1.29452
H27 -0.60727 3.57481 2.83985
C13 -4.26351 2.10294 -2.63569
C14 -3.92977 0.66445 -2.88292
N1 -3.04998 0.23234 -3.69943
O4 -2.40894 1.28418 -4.39164
C15 -4.68378 -0.38770 -2.15822
C16 -4.78038 -1.79357 -2.66510
N2 -5.23318 -0.06417 -1.04274
O5 -5.94043 -0.72097 -0.30478
H28 -3.47242 2.74784 -3.00329
H29 -4.39197 2.24306 -1.56178
H30 -5.19797 2.35096 -3.15034
H31 -1.52876 0.91944 -4.52264
H32 -3.86643 -2.04740 -3.19816
H33 -5.62800 -1.91461 -3.34675
H34 -4.91483 -2.47308 -1.82350
F1 -2.18520 -5.74425 2.00494
C17 -2.21676 -4.42395 2.28147
F2 -2.58386 -4.29684 3.56666
F3 -3.17472 -3.87997 1.52245
S1 -0.58286 -3.64994 1.97188
O6 0.33112 -4.54617 2.64112
O7 -0.50929 -3.62609 0.52153
O8 -0.74973 -2.34076 2.58909
Cl1 -3.17791 1.07551 0.41646

HOMO: -2.2 eV
Kohn-Sham gap: 6.16 eV
total charge: -2
maximum force: 0.070 hartree/bohr
spin multiplicity: 2

These are the Löwdin partial charges, in e, on atoms 1 to 2: 1.374, -0.035

# 3
A 3-piece molecular cluster, C17H34F3NO9 overall. Source: the Open Molecules 2025 dataset; level of theory: ωB97M-V/def2-TZVPD.

Geometry (Å):
N1 -4.95908 1.36155 -1.94300
C1 -4.92600 2.87647 -1.99303
C2 -3.46326 3.34047 -2.46069
O1 -3.08998 2.26587 -3.39293
C3 -1.67894 2.11949 -3.49913
O2 -1.14796 1.50389 -4.42948
O3 -1.13362 2.74601 -2.34495
C4 -2.22448 3.19467 -1.46275
C5 -1.57668 4.53781 -0.83831
F1 -0.30976 4.13195 -0.30512
F2 -2.34174 5.06435 0.23722
F3 -1.31753 5.53433 -1.80118
H1 -5.67279 1.12749 -1.22878
H2 -5.39665 1.06877 -2.83337
H3 -5.30362 3.36333 -1.03612
H4 -5.65557 3.16701 -2.83937
H5 -3.48381 4.30618 -3.07378
H6 -2.23618 2.33981 -0.68775
C6 -4.43325 -2.86756 -1.24378
O4 -3.84269 -2.45529 -0.02691
C7 -3.97530 -3.42201 1.01033
C8 -2.74673 -3.42108 1.91429
O5 -1.59117 -4.02024 1.32558
C9 -0.94897 -3.28125 0.28284
C10 -0.25142 -2.01226 0.76095
O6 -1.20257 -0.98199 1.01173
C11 -0.80027 -0.10715 2.04893
H7 -5.52284 -2.89937 -1.14446
H8 -4.16525 -2.14533 -2.01454
H9 -4.05484 -3.84901 -1.54771
H10 -4.11461 -4.42680 0.59211
H11 -4.86107 -3.15473 1.59722
H12 -2.97853 -4.03880 2.78756
H13 -2.52389 -2.42381 2.29330
H14 -1.64007 -3.07968 -0.53622
H15 -0.18293 -3.95385 -0.11521
H16 0.42838 -1.64959 -0.01759
H17 0.32835 -2.23803 1.66365
H18 -0.56430 -0.66674 2.96052
H19 -1.63299 0.56324 2.26885
H20 0.06417 0.48674 1.73464
C12 4.27385 -2.49991 2.26606
O7 4.25810 -1.10007 2.07206
C13 5.40371 -0.44342 2.60397
C14 5.79504 0.74334 1.73067
O8 6.41398 0.37890 0.49570
C15 5.56785 -0.20554 -0.49865
C16 4.55379 0.75978 -1.10269
O9 3.47301 0.97514 -0.20118
C17 2.90805 2.26757 -0.31414
H21 4.15366 -2.73583 3.32793
H22 3.44218 -2.92869 1.70738
H23 5.20273 -2.93800 1.88639
H24 6.25294 -1.13420 2.67848
H25 5.14410 -0.08945 3.60776
H26 6.55183 1.31898 2.27266
H27 4.95460 1.41758 1.56680
H28 5.08868 -1.10939 -0.12097
H29 6.24469 -0.52295 -1.29790
H30 4.13744 0.32829 -2.01953
H31 5.05473 1.70353 -1.34812
H32 3.67665 3.04063 -0.20616
H33 2.18568 2.39288 0.49400
H34 2.39315 2.37594 -1.27408

HOMO: -9.1 eV
Kohn-Sham gap: 9.54 eV
SMILES: NC[C@@H]1OC(=O)O[C@H]1C(F)(F)F.COCCOCCOC.COCCOCCOC
maximum force: 0.096 hartree/bohr

These are the Löwdin partial charges, in e, on atoms 1 to 2: -0.014, -0.177

| no. | E_tot (hartree) |
| --- | --- |
| 1 | -3522.51457 |
| 2 | -4634.69346 |
| 3 | -1699.49068 |